No. 1
Formula: C2H4FNO
Source: the OMol25 dataset
Level of theory: ωB97M-V/def2-TZVPD

Geometry as XYZ:
```
9
Properties=species:S:1:pos:R:3
F 2.7470 0.8294 -0.0953
O 1.7988 -0.6426 -0.3115
N 1.0003 -0.8101 0.4852
C -0.4674 0.3453 0.4523
C -1.2923 -0.2072 -0.4786
H -1.1730 -0.0236 -1.5343
H -2.0319 -0.9417 -0.2063
H 0.1211 1.2171 0.1887
H -0.7025 0.2335 1.4998
```

Properties
Maximum force, eV/Å: 4.0
Orbital gap (spin up / spin down), Eh: 0.315 / 0.306
Highest occupied orbital energy (spin up / spin down), eV: -10.25 / -10.00
Net charge: 0
LUMO level (spin up / spin down), eV: -1.665 / -1.681
E_tot, Ha: -308.23471

***

No. 2
Formula: C23H75ClInN24O13Si
Source: the OMol25 dataset
Level of theory: ωB97M-V/def2-TZVPD

Geometry as XYZ:
```
138
Properties=species:S:1:pos:R:3
In 2.6440 -2.8742 0.3237
Cl -0.1777 -0.0500 2.0575
Si 1.0819 -2.5583 -1.6806
O 2.1553 4.9224 -6.1312
O 0.9926 0.2364 -4.6446
O 0.8690 -0.7614 6.2843
O -6.8312 -1.9045 -1.2547
O -3.4064 -5.5885 -0.7623
O -3.6950 2.8301 -3.8406
O -8.1254 2.4568 0.5005
O -6.1347 4.4957 -7.2628
O 5.8387 -0.7354 3.7977
O 2.0907 -4.3891 1.6707
O -2.6551 -3.9149 8.2543
O 5.6136 8.3573 -7.7628
O 7.8653 3.3984 6.7406
N -7.8810 4.5853 1.2367
N -8.4089 -1.7756 0.3747
N 5.1877 -2.9003 3.6239
N -4.2520 -4.3117 0.9118
N -5.0185 -4.0640 -1.2394
N -3.4908 2.6321 -1.5870
N -5.0954 4.6779 -5.2556
N 1.9271 7.0518 -6.8826
N -2.0283 -1.7609 7.9434
N 7.3878 -2.3813 4.0233
N 0.7066 -2.7973 7.2628
N -0.6102 1.8146 -4.8539
N 1.6125 2.4032 -4.9313
N 7.3213 1.2068 6.5032
N 1.0277 -0.9158 8.5409
N 7.6239 8.4931 -8.7997
N 7.2733 9.5544 -6.7921
N -5.9857 6.5359 -6.2804
N 7.1269 2.6392 4.7302
N -7.0703 2.8265 2.4723
N -7.6483 0.1254 -0.6594
N -3.7859 0.7702 -2.8902
N 3.9346 5.9618 -7.0747
N -4.2571 -2.3251 8.0212
C -0.8566 -7.4469 0.7180
C 0.1364 -7.3804 1.9389
C -3.6606 2.1213 -2.8364
C 2.1343 -2.6312 -3.3010
C -7.7183 3.2399 1.3501
C -4.1773 -4.7142 -0.3921
C 7.4649 2.4768 6.0381
C 0.8681 -1.4462 7.2928
C 6.1149 -1.9306 3.8128
C 1.2037 0.0028 3.2556
C 2.3463 -1.0060 2.9046
C -0.2856 -3.8819 -1.8852
C -7.5815 -1.2233 -0.5592
C 6.7637 8.7752 -7.7836
C 1.4096 -5.3814 0.9196
C 2.6430 5.9133 -6.6620
C 0.6912 1.4108 -4.8020
C 0.1679 -0.8574 -1.6955
C 4.7120 -3.4626 -0.4491
C 1.5429 -6.8263 1.5168
C 2.8592 -0.8726 1.4044
C -5.7608 5.1867 -6.3251
C -2.9583 -2.7420 8.0837
H -3.6429 -4.7653 1.5670
H -2.2522 -0.7943 7.8042
H 1.0304 -1.4600 9.3828
H 2.8978 -1.8321 -3.3073
H -3.9105 0.3564 -3.7957
H 7.5559 1.0381 7.4624
H 7.2784 7.9197 -9.5468
H 2.0025 -2.0445 3.1134
H 6.9933 0.4423 5.9356
H -3.3910 3.6259 -1.5078
H 0.9678 7.0535 -6.5914
H 0.5860 -3.2251 6.3604
H -0.6438 -0.8447 -0.9299
H -5.6908 7.1245 -5.5263
H 1.8350 -5.3981 -0.1086
H 7.6389 -3.3507 4.0386
H -1.3111 1.1054 -4.7566
H -0.3455 -7.4188 -0.2609
H -1.0608 -2.0387 7.9840
H -4.7828 5.2290 -4.4816
H -6.9314 1.8389 2.5846
H -1.5563 -6.5887 0.7624
H -3.7579 0.1734 -2.0842
H 5.3967 -3.8797 3.6330
H -1.1106 -3.4008 -2.4758
H 1.1499 0.0779 8.6031
H 1.3814 3.3729 -5.0605
H -3.4566 2.0721 -0.7563
H 2.3296 -0.0486 0.8834
H 5.2990 -3.8324 0.4220
H -0.3399 -0.6816 -2.6738
H 6.7942 1.8923 4.1426
H -8.3862 -2.7736 0.4757
H -4.5296 -1.3718 7.8820
H 0.0533 -4.7284 -2.5270
H 1.4026 -2.5029 -4.1323
H 5.2207 -2.6344 -0.9816
H 2.2968 -6.9174 2.3252
H 2.5770 2.1363 -4.8943
H -1.4851 -8.3599 0.7701
H -6.4744 6.9444 -7.0543
H -8.3546 4.9222 0.4188
H -4.9678 -3.0253 8.1207
H 1.6424 1.0164 3.2828
H -0.8962 2.7674 -4.9738
H 8.1014 -1.6917 4.1646
H 4.5555 -4.3469 -1.1115
H 4.2370 -2.6082 3.4621
H -5.6579 -3.3325 -0.9522
H -0.2874 -6.8324 2.8059
H 2.5863 -3.6471 -3.3739
H 6.6640 9.7795 -6.0274
H 0.2636 -8.4352 2.2824
H -0.7561 -4.2243 -0.9465
H 1.8920 -7.5154 0.7084
H 4.3522 6.7667 -7.5125
H 0.3249 -5.1254 0.9440
H 8.5688 8.8232 -8.8378
H 7.2165 3.5599 4.3454
H 8.2105 9.9074 -6.7866
H -7.0533 0.5628 -1.3381
H 2.3074 7.8725 -7.3146
H 3.1726 -0.7960 3.6220
H 0.7024 -3.3791 8.0805
H -9.0288 -1.2422 0.9528
H 0.8864 -0.0348 -1.5123
H -4.8713 -3.5956 1.2380
H -4.9087 3.6907 -5.2503
H -6.7275 3.4482 3.1789
H 4.4918 5.1413 -6.9282
H -8.2537 0.7053 -0.0973
H -4.9896 -4.3330 -2.2043
H 3.9319 -0.5746 1.4848
H -7.5560 5.2451 1.9165
H 0.7919 -0.2700 4.2469
```

Properties
Maximum force, eV/Å: 1.5
Orbital gap, Eh: 0.172
Highest occupied orbital energy, eV: -3.47
Net charge: -1
LUMO level, eV: 1.207
E_tot, Ha: -4153.94904

***

No. 3
Formula: C5H14NO2
Source: the OMol25 dataset
Level of theory: ωB97M-V/def2-TZVPD

Geometry as XYZ:
```
22
Properties=species:S:1:pos:R:3
O 3.2990 -0.4595 2.0361
O -0.1258 -1.7791 -0.3664
N 1.3557 1.1420 -0.4640
C 1.7186 -0.0649 -1.2773
C 0.2886 0.8207 0.3936
C -2.8672 -0.1508 -0.4292
C -2.1050 0.4659 0.7098
C -0.9520 1.2887 0.1538
H -3.1810 -1.2086 -0.2741
H -3.7917 0.3525 -0.8251
H 3.5773 -1.0452 1.3075
H 0.1936 -2.6147 0.0216
H -2.2266 -0.3435 -1.2937
H -2.7472 1.2065 1.2463
H 4.1559 -0.2833 2.4482
H -1.6292 -0.2161 1.4195
H -1.2782 1.9926 -0.6032
H 2.8049 -0.1628 -1.3516
H 1.3229 0.0865 -2.2922
H 1.2047 1.9834 -1.0089
H 0.3162 0.0414 1.1594
H 0.6663 -1.0517 -0.7101
```

Properties
Maximum force, eV/Å: 4.2
Orbital gap, Eh: 0.196
Highest occupied orbital energy, eV: -13.65
Net charge: +1
LUMO level, eV: -8.325
E_tot, Ha: -403.63692